C4H14N2O2 | ωB97M-V with the def2-TZVPD basis set

Each line ends with the Mulliken charge.
Cartesian coordinates (Å):
1 N -0.17090 1.35613 1.03596  -0.206
2 C -0.34034 0.33800 0.08664  -0.348
3 C 0.74749 0.29127 -1.08577  0.514
4 C 1.44322 -1.03000 -1.07696  -1.481
5 O -0.13471 0.29432 -2.20183  -0.545
6 C -1.87340 0.11200 -0.44175  -0.422
7 N -2.71509 0.07238 0.76021  -0.389
8 H -1.04346 1.27380 1.65535  0.439
9 H -0.15595 2.16553 0.46224  0.363
10 H 0.00269 -0.60718 0.65410  0.169
11 H 1.38503 1.17000 -1.21652  0.377
12 H 0.78449 -1.76529 -0.72369  0.556
13 H 2.00904 -1.40132 -1.97033  0.376
14 H 2.30095 -1.02210 -0.31193  0.174
15 H 0.34819 -0.07870 -3.00763  0.351
16 H -1.85750 -0.63098 -1.31892  0.322
17 H -2.07969 1.11145 -0.89560  0.344
18 H -2.81979 -0.70749 1.14929  0.144
19 H -3.65305 0.49326 0.72373  0.248
20 H 2.12365 -1.28549 1.82898  0.313
21 H 2.26877 -0.48877 3.13659  0.329
22 O 2.72554 -1.10605 2.49786  -0.628

Results
**Total charge**: +1
**Largest force on an atom**: 9.383 eV/Å
**HOMO (alpha / beta)**: -14.6 / -14.5 eV
**Energy above the lowest of the compared OMol25 structures with the same formula, charge and spin**: 99.9 kcal per mole
**Multiplicity**: 2
**Electronic energy**: -420.3777 a.u.
**⟨S²⟩**: 0.756